No. 1
{"formula": "C3HBrF5NO3", "method": "ωB97M-V/def2-TZVPD", "species": ["C", "C", "C", "N", "O", "O", "O", "F", "F", "F", "F", "F", "Br", "H"], "positions_angstrom": [[-1.2176, -0.3243, 0.8318], [0.3576, 1.5108, -0.1918], [-0.9812, -1.5305, -0.1022], [1.4058, 0.8160, -0.5423], [2.2643, 0.5272, 0.5012], [1.5960, 0.2765, -1.6232], [-0.6262, -0.1475, 1.8438], [-0.4524, 1.9859, -1.1254], [0.3158, 2.1968, 0.9319], [-1.5940, -2.5970, 0.4196], [0.3213, -1.8161, -0.1749], [-1.4392, -1.3459, -1.3306], [-2.8251, 0.6176, 0.3759], [2.8748, -0.1696, 0.1860]], "relative_energy_kcal_mol": 20.0, "orbital_gap_ha": [0.325, 0.325], "smiles": "[O-][N+](O)=C(F)F.O=C(Br)C(F)(F)F"}

No. 2
{"formula": "C43H39IrN7O2P2S3Te", "method": "ωB97M-V/def2-TZVPD", "species": ["Ir", "O", "C", "C", "C", "C", "C", "C", "C", "O", "N", "N", "C", "S", "C", "C", "S", "H", "H", "H", "H", "H", "H", "H", "H", "H", "Te", "C", "C", "C", "N", "C", "C", "C", "P", "C", "C", "C", "C", "C", "C", "C", "C", "C", "C", "C", "C", "P", "C", "C", "C", "C", "C", "C", "C", "C", "C", "C", "C", "C", "H", "H", "H", "H", "H", "H", "H", "H", "H", "H", "H", "H", "H", "H", "H", "H", "H", "H", "H", "H", "H", "H", "H", "H", "C", "C", "N", "N", "C", "S", "N", "N", "H", "H", "H", "H", "H", "H"], "positions_angstrom": [[0.4308, -0.4995, 1.0771], [0.3355, 3.5622, 3.2665], [-0.8636, 3.3645, 3.8677], [-1.3701, 4.4142, 4.6305], [-2.5740, 4.2773, 5.2862], [-3.3015, 3.0895, 5.1991], [-2.8085, 2.0517, 4.4441], [-1.5892, 2.1659, 3.7589], [-1.1127, 1.0402, 2.9399], [0.0067, 1.1937, 2.2693], [-1.8231, -0.0458, 2.8903], [-1.2093, -1.0739, 2.1581], [-1.5043, -2.2290, 2.6813], [-2.6722, -2.2619, 3.9716], [-2.6339, -4.0660, 4.1586], [-1.2154, -4.5208, 3.9036], [-0.6885, -3.7355, 2.3525], [0.5733, 2.7175, 2.8459], [-0.7897, 5.3244, 4.6963], [-2.9517, 5.0998, 5.8793], [-4.2428, 2.9856, 5.7200], [-3.3595, 1.1254, 4.3599], [-3.3334, -4.5243, 3.4605], [-2.9480, -4.2909, 5.1771], [-1.1436, -5.5974, 3.7557], [-0.5431, -4.2148, 4.7040], [-1.3476, -0.8478, -3.5510], [-1.0629, 0.9044, -4.6857], [-0.8260, 0.7284, -6.0413], [-0.6336, 1.8647, -6.8211], [-0.6632, 3.0991, -6.3339], [-0.9052, 3.2491, -5.0359], [-1.1178, 2.1870, -4.1674], [-0.2336, -0.4725, -1.9030], [-0.3180, 0.8092, -0.6583], [-1.8860, 1.6589, -0.4477], [-2.0420, 3.0012, -0.7964], [-3.2682, 3.6228, -0.6203], [-4.3373, 2.9135, -0.0917], [-4.1823, 1.5821, 0.2728], [-2.9610, 0.9561, 0.0978], [0.9282, 2.0693, -1.0217], [1.1888, 3.0858, -0.0965], [2.2025, 3.9994, -0.3415], [2.9585, 3.9084, -1.5062], [2.7029, 2.9024, -2.4278], [1.6929, 1.9795, -2.1855], [0.1927, -1.8375, -0.8028], [-1.1120, -3.0374, -1.1887], [-2.4485, -2.7479, -0.9060], [-3.4496, -3.5870, -1.3562], [-3.1294, -4.7244, -2.0921], [-1.8064, -5.0115, -2.3854], [-0.7959, -4.1661, -1.9416], [1.7602, -2.5890, -1.3077], [2.3588, -2.3126, -2.5364], [3.6048, -2.8503, -2.8372], [4.2528, -3.6583, -1.9134], [3.6626, -3.9302, -0.6831], [2.4232, -3.3913, -0.3736], [-0.7789, -0.2511, -6.5003], [-0.4439, 1.7678, -7.8836], [-0.9374, 4.2683, -4.6670], [-1.3345, 2.3759, -3.1275], [-1.2056, 3.5745, -1.1763], [-3.3847, 4.6647, -0.8856], [-5.2914, 3.4030, 0.0499], [-5.0085, 1.0383, 0.7102], [-2.8373, -0.0697, 0.4149], [0.5906, 3.1770, 0.8022], [2.3926, 4.7903, 0.3718], [3.7408, 4.6308, -1.6979], [3.2818, 2.8405, -3.3399], [1.4911, 1.1932, -2.9035], [-2.7101, -1.8616, -0.3425], [-4.4834, -3.3581, -1.1333], [-3.9153, -5.3816, -2.4395], [-1.5550, -5.8902, -2.9638], [0.2351, -4.3983, -2.1766], [1.8519, -1.6810, -3.2563], [4.0648, -2.6424, -3.7941], [5.2203, -4.0806, -2.1507], [4.1695, -4.5634, 0.0331], [1.9667, -3.5867, 0.5922], [5.4301, 0.3013, 0.0195], [4.7670, -0.2744, 1.2115], [5.3336, -0.7197, 2.2816], [4.3059, -1.1619, 3.0690], [3.1036, -1.0095, 2.5186], [1.5694, -1.4207, 3.0902], [3.3935, -0.4301, 1.3245], [2.4217, -0.0612, 0.3758], [6.5018, 0.3293, 0.1970], [5.0817, 1.3181, -0.1745], [5.2356, -0.3105, -0.8645], [4.5040, -1.5521, 3.9774], [2.5490, 0.9284, 0.1424], [2.6133, -0.6059, -0.4718]], "relative_energy_kcal_mol": 15.4, "orbital_gap_ha": [0.265, 0.181], "spin_multiplicity": 2, "charge": 2}

No. 3
{"formula": "C3H8O4S", "method": "ωB97M-V/def2-TZVPD", "species": ["C", "C", "C", "H", "H", "H", "H", "H", "H", "H", "H", "O", "O", "O", "O", "S"], "positions_angstrom": [[1.8056, -1.0292, 0.5211], [0.7851, -0.3805, 1.4957], [0.0905, 0.8000, 0.8026], [3.0486, -2.4159, 0.6549], [2.4360, -0.2079, 0.0972], [1.2942, -1.5510, -0.3125], [0.0312, -1.0961, 1.8378], [1.3245, -0.0047, 2.3929], [-0.5454, 1.4554, 1.4694], [0.8369, 1.4924, 0.3584], [-1.6503, 2.0038, -1.7377], [2.5964, -1.8956, 1.3116], [-1.5992, 1.8883, -0.7495], [-1.8941, -0.5852, -0.2243], [-0.1468, 0.2555, -1.8404], [-0.9071, 0.4174, -0.6035]], "relative_energy_kcal_mol": 2.7, "orbital_gap_ha": 0.414, "smiles": "O=S(=O)(O)CCCO"}

No. 4
{"formula": "C3H4N2", "method": "ωB97M-V/def2-TZVPD", "species": ["C", "C", "C", "N", "N", "H", "H", "H", "H"], "positions_angstrom": [[-1.3028, 1.1794, 0.1921], [-0.8591, -0.1617, 0.5906], [1.5693, -0.5261, -0.0360], [-1.9028, 0.2218, -0.5570], [-1.6473, -0.9918, 0.0658], [-0.9993, 2.1485, -0.0518], [1.1089, -1.5626, -0.2211], [2.2380, -0.3721, 0.8140], [1.7951, 0.0647, -0.7966]], "relative_energy_kcal_mol": 210.9, "orbital_gap_ha": [0.303, 0.304]}

No. 5
{"formula": "C4H10N2", "method": "ωB97M-V/def2-TZVPD", "species": ["C", "C", "C", "C", "N", "N", "H", "H", "H", "H", "H", "H", "H", "H", "H", "H"], "positions_angstrom": [[-0.3706, 0.9561, -1.1714], [0.8741, 0.3233, -0.6939], [0.7339, -0.2014, 0.7535], [0.6909, -1.4907, 1.1034], [0.2062, 0.6972, 1.7002], [-1.4657, -0.0738, -1.6889], [-0.6172, 1.6208, -0.2997], [-0.3826, 1.6859, -2.0024], [1.7423, 0.8784, -0.5469], [1.2192, -0.4215, -1.4151], [0.3427, -1.7921, 2.1218], [0.9680, -2.3861, 0.6505], [-0.6972, 1.0974, 1.5057], [0.1014, 0.2898, 2.5458], [-1.0847, -1.0472, -1.5148], [-2.2608, -0.1361, -1.0477]], "relative_energy_kcal_mol": 53.4, "orbital_gap_ha": 0.353, "smiles": "C=C(N)CCN"}

No. 6
{"formula": "H4O2", "method": "ωB97M-V/def2-TZVPD", "species": ["O", "H", "H", "O", "H", "H"], "positions_angstrom": [[-0.3829, -0.2080, 0.8415], [-0.7495, -0.5393, 1.6613], [0.5643, -0.2916, 0.9511], [0.3276, 0.3074, -1.5146], [0.3145, 1.0974, -0.9742], [-0.0739, -0.3658, -0.9652]], "relative_energy_kcal_mol": 5.2, "orbital_gap_ha": 0.425, "smiles": "O.O"}

No. 7
{"formula": "CdH18O9", "method": "ωB97M-V/def2-TZVPD", "species": ["Cd", "O", "H", "H", "O", "H", "H", "O", "H", "H", "O", "H", "H", "O", "H", "H", "O", "H", "H", "O", "H", "H", "O", "H", "H", "O", "H", "H"], "positions_angstrom": [[0.0212, -0.0197, -0.1664], [-2.1248, -0.3027, -0.7084], [-2.5428, -1.0977, -0.4134], [-2.1638, -0.1967, -1.6634], [0.3192, -0.4357, -2.4284], [-0.3338, -0.0327, -3.0244], [0.5962, -1.2957, -2.8014], [1.8762, -1.3597, 0.6296], [1.5522, -1.8257, 1.3936], [2.5542, -0.7347, 0.8816], [-0.7538, -1.2747, 1.6296], [-0.3117, -1.3917, 2.4786], [-1.6998, -1.3057, 1.8886], [-0.2018, -2.7397, -0.7254], [-0.7408, -2.9137, -1.4904], [0.5902, -3.2667, -0.7644], [-0.3258, 2.0493, -1.1874], [-0.7828, 2.7563, -0.8294], [-0.2538, 2.2513, -2.0904], [2.2502, 1.1263, -0.8404], [2.0282, 2.0453, -0.5574], [2.9282, 0.8853, -0.2424], [-1.7808, 1.6253, 1.3136], [-2.2998, 2.3873, 1.1316], [-1.6108, 1.5903, 2.2656], [0.8742, 1.1743, 1.8116], [0.6852, 0.5943, 2.5736], [1.6502, 1.7073, 1.9346]], "orbital_gap_ha": 0.427, "charge": 2}

No. 8
{"formula": "C6H11Cl", "method": "ωB97M-V/def2-TZVPD", "species": ["C", "C", "C", "C", "C", "C", "Cl", "H", "H", "H", "H", "H", "H", "H", "H", "H", "H", "H"], "positions_angstrom": [[0.5351, -0.4491, -0.7173], [3.1185, 0.8024, -0.6870], [-1.9511, -0.8133, -0.4709], [-1.0417, 1.3859, 0.4450], [0.3314, -0.7236, 0.7821], [-0.7447, -0.0683, -0.0779], [3.9107, -0.3792, 0.3451], [1.3297, 0.3209, -0.9554], [2.6030, 1.4608, 0.0810], [-1.6076, -1.7725, -0.9469], [-2.4933, -0.4868, -1.3378], [-2.5354, -1.0455, 0.4671], [-0.5364, 2.1453, -0.1397], [-2.1548, 1.5106, 0.5005], [-0.6268, 1.4104, 1.5371], [0.9474, -0.3126, 1.5560], [0.1456, -1.7198, 1.0402], [0.7703, -1.2656, -1.4210]], "relative_energy_kcal_mol": 121.5, "orbital_gap_ha": 0.314}